(1)
{"formula": "C3H3NO2S", "method": "the ωB97M-V functional and the def2-TZVPD basis", "energy_ha": -719.39837, "charge": 0, "largest_force_ha_per_bohr": 0.10517, "homo_ev": -8.7, "elements": ["C", "C", "C", "H", "H", "H", "N", "O", "O", "S"], "xyz": [[-1.23, -0.84, -0.43], [-0.86, -1.29, 0.74], [0.53, 0.25, 0.31], [-2.92, 0.22, -1.40], [-1.20, -2.22, 1.13], [2.46, 1.08, 1.31], [0.38, -0.75, 1.21], [-2.23, -1.10, -1.32], [-0.42, 0.40, -0.70], [1.85, 1.44, 0.18]], "lowdin_charge": [-0.387, -0.100, -0.723, 0.359, 0.114, -0.123, 0.085, -0.036, -0.016, 0.827]}

(2)
{"formula": "C3H3NO2S", "method": "the ωB97M-V functional and the def2-TZVPD basis", "energy_ha": -719.43793, "charge": 0, "largest_force_ha_per_bohr": 0.04256, "homo_ev": -9.6, "elements": ["C", "C", "C", "N", "O", "O", "S", "H", "H", "H"], "xyz": [[1.59, -2.02, -1.20], [-1.66, 0.72, 0.79], [-0.73, 1.03, -0.09], [1.62, -1.13, -0.34], [1.44, 0.63, 1.45], [1.46, -2.84, -2.04], [1.21, 0.55, 0.03], [-2.58, 1.40, 0.80], [-1.39, 0.12, 1.64], [-0.96, 1.54, -1.04]], "lowdin_charge": [-0.353, -0.047, -0.257, -0.110, -0.495, 0.150, 0.904, 0.093, 0.056, 0.059]}

(3)
{"formula": "C3H3NO2S2", "method": "the ωB97M-V functional and the def2-TZVPD basis", "energy_ha": -1117.59136, "charge": 0, "largest_force_ha_per_bohr": 0.12277, "homo_ev": -8.9, "elements": ["C", "C", "C", "H", "H", "H", "N", "O", "O", "S", "S"], "xyz": [[-0.44, 0.66, -0.08], [0.94, 0.94, -0.20], [1.73, -0.27, -0.08], [-1.51, 2.69, -0.41], [1.38, 1.88, -0.04], [-1.74, -2.70, 1.02], [-0.50, -0.87, -0.04], [3.01, -0.41, 0.08], [0.78, -1.25, -0.14], [-1.89, 1.46, 0.02], [-1.75, -2.14, -0.13]], "lowdin_charge": [-0.643, 0.003, -0.414, -0.081, 0.099, -0.190, -0.475, 0.011, -0.042, 0.871, 0.861]}

(4)
{"formula": "C3H3NO2S2", "method": "the ωB97M-V functional and the def2-TZVPD basis", "energy_ha": -1117.71268, "charge": 0, "largest_force_ha_per_bohr": 0.06988, "homo_ev": -9.4, "elements": ["C", "C", "C", "N", "O", "O", "S", "S", "H", "H", "H"], "xyz": [[1.40, 1.03, 0.07], [-0.12, 1.06, -0.04], [0.42, -1.31, -0.21], [-0.57, -0.35, 0.02], [2.14, 1.97, 0.15], [0.10, -2.47, -0.30], [2.00, -0.69, -0.20], [-2.20, -0.79, -0.07], [-0.52, 1.80, 0.73], [-0.46, 1.41, -0.99], [-2.17, -1.66, 0.82]], "lowdin_charge": [-0.598, -0.156, -0.892, -0.495, 0.059, -0.014, 1.119, 0.886, 0.157, 0.114, -0.180]}

(5)
{"formula": "C3H3NO3", "method": "the ωB97M-V functional and the def2-TZVPD basis", "energy_ha": -396.42819, "charge": 0, "largest_force_ha_per_bohr": 0.01245, "homo_ev": [-8.5, -8.5], "elements": ["N", "C", "O", "C", "O", "C", "O", "H", "H", "H"], "xyz": [[-1.20, 0.95, -1.10], [-0.30, 0.36, -0.22], [1.04, 0.43, -0.43], [1.82, -0.34, 0.36], [1.42, -1.03, 1.26], [-1.19, -0.23, 0.62], [-2.29, -0.14, -0.13], [-0.96, 0.73, -2.08], [2.87, -0.22, 0.06], [-1.21, -0.51, 1.66]], "lowdin_charge": [0.215, -0.364, 0.076, -0.293, 0.105, -0.131, 0.009, 0.109, 0.151, 0.124]}

(6)
{"formula": "C3H3NO3", "method": "the ωB97M-V functional and the def2-TZVPD basis", "energy_ha": -396.55825, "charge": 0, "largest_force_ha_per_bohr": 0.12882, "homo_ev": -10.6, "elements": ["C", "C", "C", "H", "H", "H", "N", "O", "O", "O"], "xyz": [[-1.22, -0.20, -0.21], [-0.58, 1.31, 0.04], [1.09, -0.10, 0.03], [-1.02, 1.42, 1.09], [-0.85, 2.08, -0.69], [0.22, -2.01, -0.37], [0.08, -0.92, -0.40], [-2.30, -0.67, 0.27], [0.79, 1.22, -0.10], [2.19, -0.69, 0.28]], "lowdin_charge": [-0.229, -0.077, -0.505, 0.155, 0.137, 0.226, 0.149, 0.036, 0.055, 0.055]}

(7)
{"formula": "C3H3NO3S", "method": "the ωB97M-V functional and the def2-TZVPD basis", "energy_ha": -794.55885, "charge": 0, "largest_force_ha_per_bohr": 0.15764, "homo_ev": -9.5, "elements": ["C", "C", "C", "H", "H", "H", "N", "O", "O", "O", "S"], "xyz": [[0.06, -0.60, -1.74], [-0.58, -0.31, -0.37], [0.50, 1.04, 2.38], [-0.32, -1.53, -3.22], [-0.03, 1.94, 3.08], [1.75, 0.14, 2.55], [-0.49, 0.97, 1.46], [-0.93, -1.26, -2.40], [-1.82, -0.38, -0.10], [0.32, 0.11, 0.48], [1.53, -0.11, -2.11]], "lowdin_charge": [-0.808, -0.506, -0.036, 0.161, 0.120, 0.245, 0.063, 0.011, 0.072, -0.143, 0.821]}

(8)
{"formula": "C3H3NO3S3", "method": "the ωB97M-V functional and the def2-TZVPD basis", "energy_ha": -1590.88648, "charge": 0, "largest_force_ha_per_bohr": 0.08550, "homo_ev": -9.7, "elements": ["C", "C", "C", "N", "O", "O", "O", "S", "S", "S", "H", "H", "H"], "xyz": [[-0.60, 0.45, 0.29], [0.50, 1.17, 0.16], [-1.28, -0.81, 0.17], [2.08, 0.62, -0.39], [2.01, -0.52, -0.82], [2.84, 1.55, -0.59], [-0.71, 2.22, 2.29], [-0.34, -2.25, 0.80], [-1.80, -0.76, -1.66], [-0.77, 2.21, 0.85], [-2.17, -0.77, 0.72], [0.88, -2.31, 0.28], [-0.65, -0.81, -2.10]], "lowdin_charge": [-0.477, -0.187, -0.895, -0.292, 0.045, 0.085, -0.490, 0.757, 0.787, 0.991, 0.051, -0.155, -0.219]}

(9)
{"formula": "C3H3NOS", "method": "the ωB97M-V functional and the def2-TZVPD basis", "energy_ha": -644.27076, "charge": 0, "largest_force_ha_per_bohr": 0.06946, "homo_ev": -10.1, "elements": ["O", "S", "C", "N", "C", "C", "H", "H", "H"], "xyz": [[0.05, 1.64, 1.41], [-1.96, -1.10, -2.28], [-1.71, -0.13, -1.08], [-1.19, 0.54, -0.22], [-0.04, 0.76, 0.55], [0.99, -0.24, 0.43], [1.94, 0.10, 0.66], [1.09, -0.57, -0.65], [0.82, -1.02, 1.20]], "lowdin_charge": [0.091, 0.737, -0.735, 0.125, -0.496, -0.012, 0.056, 0.114, 0.121]}

(10)
{"formula": "C3H3NOS", "method": "the ωB97M-V functional and the def2-TZVPD basis", "energy_ha": -644.15484, "charge": 0, "largest_force_ha_per_bohr": 0.10407, "homo_ev": -8.6, "elements": ["C", "C", "C", "N", "O", "S", "H", "H", "H"], "xyz": [[0.75, -0.39, 0.63], [0.47, 0.54, -0.25], [-0.92, -1.32, 0.65], [-1.55, -0.66, -0.34], [-0.83, 0.50, -0.80], [-1.43, -2.49, 1.62], [1.61, -0.75, 1.13], [1.05, 1.34, -0.53], [-2.45, -0.23, -0.39]], "lowdin_charge": [0.083, -0.143, -0.790, 0.012, -0.087, 0.627, 0.061, 0.091, 0.146]}